No. 1
ORCA calculation (ωB97M-V with the def2-TZVPD basis set) on C30H51BrClN2O6SSiTm as an isolated structure.

Cartesian coordinates (Å):
Tm: -1.83047 -1.10032 -0.26426
C: -2.79363 -5.48449 1.04023
C: -1.44412 -5.33481 1.74499
C: -1.67844 -4.93413 3.20481
C: -0.50802 -4.38555 1.02148
C: -0.68738 -4.07424 -0.32854
C: 0.25596 -3.32093 -1.03028
C: 1.43762 -2.90572 -0.41422
C: 2.53968 -2.29951 -1.22889
C: 1.58419 -3.15887 0.94541
C: 0.63145 -3.87916 1.64442
H: -3.45356 -6.12039 1.62673
H: -2.68183 -5.94246 0.06168
H: -3.26606 -4.51036 0.92283
H: -0.94819 -6.31670 1.73947
H: -2.10957 -3.93688 3.25282
H: -0.76080 -4.94774 3.78742
H: -2.37738 -5.63066 3.66233
H: -1.51927 -4.49610 -0.87152
H: 0.16503 -3.20940 -2.10822
H: 3.20614 -3.08592 -1.58983
H: 3.13153 -1.61093 -0.63416
H: 2.14209 -1.76894 -2.09054
H: 2.47037 -2.81219 1.45947
H: 0.80739 -4.07401 2.69046
S: -2.19793 1.31214 -1.80914
C: -2.15737 0.14758 -3.04940
C: -2.50427 0.47892 -4.37027
C: -2.56290 -0.50807 -5.31738
C: -2.26444 -1.82021 -4.94230
C: -1.87388 -2.05495 -3.64518
N: -1.77551 -1.10810 -2.70172
H: -2.73851 1.50970 -4.58941
H: -2.84460 -0.27856 -6.33548
H: -2.34779 -2.63341 -5.64519
H: -1.65260 -3.06520 -3.32608
N: -2.98272 0.99341 1.21321
C: -3.68986 0.47353 2.39506
C: -2.75235 -0.44601 3.19735
C: -2.12156 -1.31709 2.12001
O: -2.82872 -2.13073 1.49486
O: -0.94169 -1.08015 1.75566
H: -2.41593 1.80103 1.47357
H: -3.65866 1.32223 0.52198
H: -4.53551 -0.12446 2.03912
H: -4.06754 1.27914 3.04324
H: -3.32662 -1.04566 3.90220
H: -1.98192 0.12178 3.71864
O: -4.68744 -1.90155 -2.60587
Cl: -4.35872 -2.09428 -1.24918
O: -5.39575 -2.72840 -0.55231
O: -4.06230 -0.81462 -0.65056
O: -3.14893 -2.87157 -1.16279
C: -0.08636 4.22880 -1.04781
C: 1.28321 3.61450 -1.36044
C: 1.10023 2.82667 -2.66230
C: 2.28414 4.75007 -1.61017
Si: 1.90880 2.46682 0.09904
Br: 0.66489 0.33740 -0.29078
C: 1.42415 3.05862 1.90512
C: 1.78605 4.53799 2.09061
C: 2.15112 2.26967 2.99961
C: -0.07536 2.86035 2.14683
C: 3.76645 1.84107 -0.04760
C: 4.03998 1.38602 -1.48535
C: 4.76534 2.95064 0.30078
C: 4.04585 0.65164 0.88050
H: -0.40986 4.81985 -1.90203
H: -0.05660 4.88598 -0.18418
H: -0.82760 3.44754 -0.90176
H: 0.84370 3.52174 -3.45842
H: 0.27873 2.12521 -2.56418
H: 1.99309 2.28750 -2.95374
H: 1.88247 5.43710 -2.35243
H: 3.22279 4.36262 -1.99343
H: 2.48443 5.31190 -0.70315
H: 2.84273 4.70258 1.90014
H: 1.57511 4.84704 3.11306
H: 1.21597 5.17767 1.42624
H: 3.21516 2.48337 3.00108
H: 1.99469 1.20219 2.88173
H: 1.75940 2.56450 3.97196
H: -0.67148 3.38825 1.41036
H: -0.33441 3.23834 3.13505
H: -0.31266 1.79894 2.11431
H: 4.00499 2.22396 -2.17452
H: 3.31489 0.63813 -1.78841
H: 5.03411 0.94824 -1.54852
H: 4.65195 3.81053 -0.35078
H: 5.78037 2.57321 0.19067
H: 4.64331 3.28195 1.32739
H: 3.22295 -0.05232 0.86840
H: 4.20961 0.97632 1.90018
H: 4.94700 0.14141 0.55017

The value obtained for the HOMO energy (spin up / spin down) is -0.2654 / -0.2654 Eh. Its spin multiplicity is 3. Its molar mass is 880.19 u.

No. 2
ORCA calculation (ωB97M-V with the def2-TZVPD basis set) on C30H51Cl29N4O7P2Si as an isolated structure.

Cartesian coordinates (Å):
C: -5.16648 -1.92030 3.64486
C: -3.63871 -1.69941 3.80951
O: -3.01167 -1.31069 2.60196
C: -3.06394 0.08721 2.39400
C: -2.18520 0.58887 1.24112
N: -2.83497 0.56851 -0.09510
C: -3.77640 -0.57225 -0.23973
N: -5.17843 -0.26537 0.11107
C: -6.02096 -0.20864 -1.09125
O: -3.67576 1.75457 -0.10285
C: -3.17949 2.64694 -0.89011
N: -2.78646 3.52911 -1.51509
C: -0.76851 -0.09296 1.15018
C: 0.02890 0.83988 0.16192
C: 1.52566 1.03236 0.47852
O: 1.78579 2.34481 0.99520
Si: 2.27835 3.47696 -0.14911
C: 3.80018 2.96614 -1.14204
C: 0.87530 4.07597 -1.26942
C: 2.79223 5.00123 0.85622
C: -0.20240 -0.05880 2.57428
C: -0.09631 1.35809 3.22149
C: 1.26343 1.63803 3.85892
N: 2.00847 0.57719 4.45653
O: 1.71216 2.75382 3.85261
O: -1.09941 -1.35278 0.60119
C: -0.19446 -2.39504 0.43982
P: -1.13341 -3.36429 -0.95801
O: -2.30470 -4.08552 -0.40900
C: 1.17304 -2.14513 -0.20183
Cl: 1.16440 -1.81541 -1.97289
C: 2.39975 -2.10651 0.31136
C: 3.65709 -1.85233 -0.49892
Cl: 2.64157 -2.30785 2.02563
P: -0.33413 -3.76693 1.78496
C: 1.00448 -5.01333 1.39008
O: -0.02172 -3.12523 3.29177
H: -5.72527 -1.20649 4.25336
H: -5.42474 -2.93992 3.93877
H: -5.42842 -1.81996 2.58949
H: -3.19757 -2.66725 4.06925
H: -3.41056 -1.00018 4.62523
H: -4.09481 0.46131 2.29858
H: -2.68604 0.56818 3.31351
H: -2.04224 1.65063 1.44503
H: -3.77444 -0.81474 -1.31266
H: -3.42771 -1.48053 0.25209
H: -5.46581 -1.08595 0.63472
H: -7.06357 -0.05239 -0.80398
H: -5.67457 0.58753 -1.75287
H: -5.98491 -1.16194 -1.64109
H: -0.43983 1.81306 0.02841
H: -0.04815 0.33598 -0.80884
H: 1.93724 0.33375 1.21102
H: 2.09796 0.86935 -0.45135
H: 4.26997 3.87693 -1.52748
H: 3.45424 2.42962 -2.03463
H: 4.51661 2.36265 -0.57945
H: 1.23022 4.84627 -1.96309
H: 0.38334 3.24097 -1.77322
H: 0.17381 4.58889 -0.59964
H: 2.17464 5.12894 1.74938
H: 3.82411 4.81383 1.18332
H: 2.77884 5.90359 0.23756
H: 0.80511 -0.48226 2.60685
H: -0.76152 -0.69141 3.26405
H: -0.26513 2.18712 2.53569
H: -0.82098 1.43883 4.04030
H: 2.51792 0.05969 3.74379
H: 2.72312 1.02188 5.02500
H: -0.18934 -4.32092 -1.41773
H: -1.50825 -2.44710 -1.95999
H: 3.70771 -2.58145 -1.30826
H: 3.64221 -0.82996 -0.87995
H: 4.51152 -2.01307 0.15977
H: 1.72196 -4.66690 0.64140
H: 1.47350 -5.25587 2.34861
H: 0.54459 -5.92665 1.00533
H: 0.76641 -3.51655 3.69496
C: 2.98631 5.05850 -4.88243
Cl: 2.44068 3.39536 -4.62130
Cl: 1.95069 6.20494 -4.02933
Cl: 4.66465 5.25819 -4.37361
H: 2.92456 5.26918 -5.94373
C: -4.21031 -2.70903 -4.64203
Cl: -3.81728 -1.17383 -3.86169
Cl: -4.84622 -3.85584 -3.45898
Cl: -5.35899 -2.46167 -5.95773
H: -3.30228 -3.12103 -5.05918
C: 7.10708 7.09193 -1.89366
Cl: 6.81430 8.83026 -1.97837
Cl: 5.76610 6.27415 -1.09045
Cl: 7.37236 6.43029 -3.52097
H: 7.99565 6.92878 -1.30773
C: -4.46237 -6.14943 1.02866
Cl: -3.89163 -4.80622 1.99942
Cl: -5.30835 -7.33185 2.04357
Cl: -5.51279 -5.58714 -0.27373
H: -3.60359 -6.63684 0.58521
C: -0.97593 -1.81779 -7.53076
Cl: -2.20701 -2.75044 -8.38060
Cl: -1.23249 -0.08732 -7.75911
Cl: -0.97487 -2.21243 -5.80954
H: -0.00794 -2.07820 -7.93892
C: 1.65137 4.28663 -9.59709
Cl: 0.25787 4.90472 -10.48227
Cl: 3.15384 4.91333 -10.27851
Cl: 1.52791 4.69100 -7.88096
H: 1.66069 3.20872 -9.68913
C: 0.52891 -2.82133 6.88888
Cl: 1.91479 -3.18671 5.84343
Cl: -0.33017 -1.39523 6.31969
Cl: -0.55545 -4.20977 6.98132
H: 0.90683 -2.61717 7.88220
C: -5.30292 -7.67294 5.76151
Cl: -5.82639 -9.30084 6.20090
Cl: -6.26470 -6.45685 6.60462
Cl: -3.58369 -7.45550 6.09939
H: -5.45382 -7.54472 4.69809
C: 11.01885 5.06277 -0.39752
Cl: 11.53758 6.34808 0.69370
Cl: 10.12812 3.81911 0.48022
Cl: 10.03659 5.71879 -1.71271
H: 11.90069 4.60799 -0.82989

The value obtained for the HOMO energy is -0.3013 Eh. Its molar mass is 1697.93 u.

No. 3
ORCA calculation (ωB97M-V with the def2-TZVPD basis set) on C30H51Cl2N2PPbS as an isolated structure.

Cartesian coordinates (Å):
P: -0.82384 -0.62859 -1.05903
C: -0.31499 -2.38649 -1.18900
C: -1.26761 -3.27940 -1.98739
C: -0.82206 -4.74457 -1.86996
C: 0.63272 -4.93701 -2.31153
C: 1.57259 -4.00560 -1.54011
C: 1.12530 -2.54222 -1.67815
C: -0.47091 0.34116 -2.56509
C: -1.05783 -0.29894 -3.82161
C: -0.92251 0.66440 -5.01267
C: 0.53399 1.09032 -5.22357
C: 1.12556 1.69725 -3.94580
C: 0.99549 0.73161 -2.76152
C: -2.64837 -0.62143 -0.87002
C: -3.08667 -1.41680 0.36602
C: -4.61869 -1.52443 0.43389
C: -5.27584 -0.14034 0.40203
C: -4.81784 0.66297 -0.81848
C: -3.28546 0.77485 -0.87734
H: -0.33998 -2.72026 -0.13019
H: -1.26823 -2.97831 -3.04660
H: -2.30082 -3.18657 -1.62775
H: -1.48904 -5.38281 -2.46064
H: -0.92403 -5.05702 -0.82049
H: 0.93437 -5.98132 -2.17589
H: 0.71439 -4.71885 -3.38530
H: 1.56825 -4.27579 -0.47452
H: 2.60190 -4.11476 -1.89915
H: 1.80158 -1.88115 -1.12180
H: 1.18296 -2.25030 -2.73796
H: -1.00725 1.28195 -2.35658
H: -1.53587 1.55484 -4.81723
H: -2.11446 -0.57004 -3.67827
H: -0.51611 -1.23036 -4.04936
H: -1.32004 0.19319 -5.91882
H: 0.60284 1.80433 -6.05174
H: 1.12736 0.21142 -5.51108
H: 2.17929 1.96171 -4.09520
H: 0.59153 2.62691 -3.69882
H: 1.37323 1.20470 -1.84762
H: 1.61311 -0.15898 -2.94473
H: -2.98567 -1.15227 -1.77542
H: -2.63137 -2.41724 0.37651
H: -2.71249 -0.91385 1.27059
H: -4.97432 -2.11506 -0.42135
H: -4.90806 -2.06739 1.34002
H: -5.00017 0.40973 1.31173
H: -6.36598 -0.23721 0.40702
H: -5.25758 1.66520 -0.80558
H: -5.17168 0.16754 -1.73298
H: -2.99537 1.33367 -1.77728
H: -2.91399 1.35851 -0.02081
Pb: -0.00607 0.36984 0.86019
Cl: -0.34866 2.60779 -0.02939
Cl: 0.02069 -1.82213 2.13184
C: 2.02429 0.00894 0.56841
H: 2.20046 -1.03203 0.77261
C: 3.05063 0.81120 0.18224
C: 2.97836 2.16446 -0.29168
C: 4.12111 2.82285 -0.69789
C: 5.37079 2.19337 -0.64405
C: 5.45763 0.86949 -0.17852
C: 4.33379 0.19549 0.21859
H: 1.99771 2.64193 -0.33175
H: 4.04762 3.84776 -1.06060
H: 6.42716 0.37430 -0.13402
H: 4.37238 -0.83101 0.57720
H: 6.26632 2.71975 -0.95888
C: 0.50054 3.98540 3.22852
N: 0.62973 3.14566 4.45930
C: 0.80224 3.90280 5.68953
C: 0.59395 1.77848 4.48108
S: 0.38891 1.19204 2.97750
N: 0.68613 0.80635 5.43012
C: 0.87703 1.02803 6.85858
C: 0.60156 -0.66334 5.14143
H: 0.56079 5.06955 3.43985
H: -0.47140 3.80629 2.75241
H: 1.31120 3.75145 2.52580
H: -0.04600 3.71152 6.36103
H: 1.77976 3.66694 6.13228
H: 0.80960 4.99645 5.53099
H: 0.03530 0.60231 7.42932
H: 1.80776 0.54648 7.20124
H: 0.94982 2.07411 7.16760
H: -0.37699 -0.90154 4.70448
H: 1.40929 -0.95987 4.45944
H: 0.70526 -1.28201 6.05186

The value obtained for the HOMO energy (spin up / spin down) is -0.2395 / -0.2022 Eh. Its molar mass is 780.90 u.

No. 4
ORCA calculation (ωB97M-V with the def2-TZVPD basis set) on a 3-piece molecular cluster, C30H51F5N4O8S2 overall.

Cartesian coordinates (Å):
O: 0.90281 2.13513 0.89894
C: 1.27122 2.02760 -0.30052
O: 1.37579 3.16289 -1.15194
C: 2.44204 4.07458 -0.66548
C: 3.25271 4.66232 -1.94940
C: 4.74406 4.02053 -2.08564
C: 4.82451 2.87755 -3.25553
C: 4.72986 1.46349 -2.50223
C: 5.15942 0.19138 -3.38688
C: 5.40376 -1.02825 -2.32422
S: 4.52587 -2.59774 -2.79199
C: 4.01326 -3.33874 -1.17689
N: 4.09694 -4.70102 -0.71106
N: 3.55897 -4.74196 0.53841
C: 3.13243 -3.41654 0.87911
O: 3.43574 -2.51869 -0.17442
O: 1.63729 0.71234 -0.75929
S: 0.30958 -0.20101 -1.23416
O: -0.76006 -0.21436 -0.18762
O: 0.77759 -1.62357 -1.41821
C: -0.42910 0.31914 -2.87181
F: -1.02077 -0.86925 -3.42187
F: -1.45971 1.27608 -2.69963
C: 0.63017 0.82780 -3.96550
F: 0.00074 0.64431 -5.24481
F: 0.92125 2.21309 -3.88367
F: 1.81936 0.06419 -4.01572
H: 3.13317 3.57582 0.10276
H: 1.87577 4.91398 -0.10603
H: 2.66409 4.46976 -2.91092
H: 3.40485 5.78651 -1.73492
H: 5.55507 4.81733 -2.20870
H: 4.94877 3.51846 -1.06058
H: 5.79102 3.04468 -3.83914
H: 3.91601 2.99304 -3.94774
H: 5.37621 1.46553 -1.55534
H: 3.63910 1.30775 -2.19879
H: 6.16864 0.32696 -3.93393
H: 4.37397 -0.09903 -4.18514
H: 6.50856 -1.26277 -2.16149
H: 4.97353 -0.68921 -1.31328
H: 2.61829 -3.03983 1.82614
C: -6.69679 2.96347 -1.69475
C: -6.77010 3.80170 -2.99533
C: -7.71558 3.11518 -4.00465
C: -7.10758 1.86697 -4.63734
C: -5.75231 2.18786 -5.26227
C: -4.77534 2.85812 -4.27101
N: -5.39482 4.01135 -3.54634
O: -5.46096 5.05642 -4.42213
C: -4.26109 1.80336 -3.26096
C: -3.48832 3.26494 -5.03633
C: -7.42759 5.12585 -2.52222
H: -6.56630 1.89717 -1.86472
H: -5.88978 3.31444 -1.04481
H: -7.62696 3.04386 -1.12381
H: -7.98087 3.81802 -4.80453
H: -8.65838 2.84666 -3.51472
H: -7.01011 1.06917 -3.89640
H: -7.78340 1.48042 -5.40808
H: -5.31323 1.26460 -5.65626
H: -5.91362 2.84088 -6.12824
H: -3.70354 2.27496 -2.44652
H: -3.58182 1.09580 -3.74718
H: -5.04263 1.18147 -2.83011
H: -3.68752 3.94363 -5.87112
H: -3.00001 2.38571 -5.46896
H: -2.76811 3.74480 -4.36643
H: -6.78716 5.64766 -1.80540
H: -8.38327 4.92881 -2.02794
H: -7.64776 5.80903 -3.34723
C: 2.90440 -5.18984 7.91320
C: 2.90773 -4.14161 6.77279
C: 2.24632 -2.83575 7.26403
C: 0.73018 -2.94684 7.39252
C: 0.11482 -3.43262 6.08290
C: 0.74176 -4.74979 5.57444
N: 2.23765 -4.70485 5.55906
O: 2.61236 -3.93906 4.49424
C: 0.24930 -5.92752 6.45108
C: 0.14745 -5.08031 4.17969
C: 4.42012 -3.87581 6.54545
H: 1.95338 -5.27022 8.43478
H: 3.18194 -6.17974 7.53921
H: 3.62813 -4.92559 8.69038
H: 2.47885 -2.01673 6.57167
H: 2.66809 -2.54107 8.23164
H: 0.46220 -3.61564 8.21465
H: 0.31169 -1.96831 7.65248
H: -0.96461 -3.55916 6.22098
H: 0.23414 -2.64563 5.32870
H: 0.80207 -6.84486 6.22749
H: -0.80968 -6.13692 6.26391
H: 0.30782 -5.74047 7.52101
H: 0.31735 -4.28594 3.44670
H: -0.93763 -5.21001 4.24137
H: 0.56767 -6.00977 3.78389
H: 4.92834 -4.77777 6.19289
H: 4.90359 -3.56777 7.47704
H: 4.60679 -3.07300 5.82675

The value obtained for the HOMO energy is -0.3144 Eh. Its spin multiplicity is 3. Its molar mass is 754.88 u.